{"formula": "C24H47N8O4P3S4SbSeSr", "method": "wB97M-V/def2-TZVPD", "symbols": ["Sr", "C", "N", "C", "C", "N", "C", "P", "C", "N", "C", "C", "N", "C", "C", "N", "C", "C", "N", "C", "H", "H", "H", "H", "H", "H", "H", "H", "H", "H", "H", "H", "H", "H", "H", "S", "Sb", "S", "S", "C", "C", "O", "P", "O", "C", "C", "O", "C", "C", "H", "H", "H", "H", "H", "H", "H", "H", "H", "H", "H", "H", "H", "H", "H", "C", "N", "C", "S", "N", "C", "H", "H", "H", "H", "H", "H", "H", "H", "Se", "C", "P", "C", "C", "O", "H", "H", "H", "H", "H", "H", "H", "H", "H"], "positions_angstrom": [[1.828911, 0.770228, 1.174522], [-3.108605, 0.368151, -2.183493], [-1.748757, 0.115467, -1.753936], [-0.909780, -0.816698, -2.290197], [0.284753, -0.697038, -1.631626], [0.183021, 0.305716, -0.712144], [-1.045739, 0.796810, -0.812830], [-1.686595, 2.262127, 0.029822], [-1.391224, 1.974228, 1.812628], [-0.241818, 1.845546, 2.452930], [-0.526123, 1.841271, 3.786943], [-1.876472, 1.959434, 3.957207], [-2.420256, 2.041892, 2.705238], [-3.836331, 2.036219, 2.397878], [-0.293683, 3.404448, -0.280895], [0.978471, 3.198452, 0.025544], [1.664042, 4.285287, -0.429730], [0.797899, 5.163787, -1.015289], [-0.443577, 4.604764, -0.906131], [-1.657026, 5.194203, -1.439821], [-3.469580, -0.516985, -2.703419], [-3.127602, 1.220845, -2.862352], [-3.740342, 0.553572, -1.315549], [-1.174854, -1.461553, -3.111423], [1.183763, -1.257348, -1.886915], [0.247619, 1.729227, 4.534021], [-2.493013, 1.957712, 4.839394], [-4.387583, 1.953234, 3.331775], [-4.073317, 1.177194, 1.771711], [-4.129443, 2.951136, 1.883852], [2.729755, 4.376267, -0.299506], [0.949193, 6.112475, -1.499898], [-1.800827, 6.185276, -1.007918], [-2.500999, 4.561624, -1.179479], [-1.585018, 5.241389, -2.524768], [2.382378, 1.081791, 6.487543], [3.327745, 0.488210, 4.481954], [2.063144, -1.156793, 3.359113], [3.643284, 2.251874, 2.985290], [-0.545762, -4.016618, -0.053314], [-0.347784, -3.617297, 1.390182], [-1.540406, -3.004051, 1.936195], [-1.560841, -1.366355, 1.965689], [-2.884043, -1.028756, 1.061432], [-4.093251, -1.783545, 1.207002], [-4.279172, -2.700927, 0.017511], [-2.300716, -1.158381, 3.412573], [-1.514060, -1.464675, 4.582324], [-2.006443, -2.747829, 5.213873], [0.361368, -4.469689, -0.457206], [-0.762626, -3.144406, -0.671021], [-1.364203, -4.733428, -0.148997], [0.491845, -2.924448, 1.499597], [-0.143399, -4.480826, 2.024502], [-4.914427, -1.063268, 1.274060], [-4.069805, -2.347087, 2.140960], [-4.220744, -2.133512, -0.911687], [-5.254594, -3.191769, 0.063542], [-3.501548, -3.462682, 0.001708], [-1.616533, -0.618342, 5.262460], [-0.452723, -1.528132, 4.324889], [-3.062776, -2.668452, 5.480805], [-1.434097, -2.960072, 6.119149], [-1.886976, -3.580103, 4.519956], [1.354662, 0.555890, -5.873366], [0.531815, 1.689225, -5.433988], [0.308874, 2.170554, -4.203907], [-1.082181, 3.169726, -3.966005], [1.150521, 1.979358, -3.195753], [2.466330, 1.340133, -3.176556], [0.863391, 0.121637, -6.742907], [1.410274, -0.261648, -5.135810], [2.357565, 0.876129, -6.162701], [-0.173218, 2.005688, -6.076061], [0.797612, 2.303093, -2.309749], [3.073208, 1.732892, -3.991951], [2.415971, 0.240047, -3.249934], [2.932538, 1.618243, -2.232456], [2.433468, -2.407370, -4.041079], [3.172818, -3.009822, -0.561701], [4.254695, -1.614258, -0.343098], [5.330263, -1.613255, -1.774876], [5.276369, -1.910579, 1.115675], [3.526956, -0.298615, -0.201729], [3.731555, -3.943633, -0.465207], [2.789754, -2.930728, -1.608996], [2.372469, -2.983827, 0.180293], [5.959773, -2.505087, -1.791525], [5.950004, -0.715450, -1.763705], [4.669335, -1.636951, -2.657961], [5.852548, -2.829737, 0.996138], [4.627475, -1.984775, 1.990561], [5.953462, -1.065669, 1.252123]], "forces_ev_per_a": [[0.49, 0.26, 0.09], [0.05, 0.02, -0.03], [0.03, 0.08, -0.05], [0.09, -0.04, 0.02], [-0.11, -0.13, -0.17], [-0.18, -0.03, -0.21], [0.05, -0.10, 0.11], [-0.03, 0.06, 0.01], [0.00, -0.01, -0.01], [-0.14, 0.10, -0.12], [0.02, -0.08, 0.01], [0.01, -0.04, 0.01], [-0.01, 0.00, -0.01], [0.00, 0.01, 0.00], [0.02, 0.05, 0.01], [0.01, -0.19, -0.12], [0.02, 0.05, 0.04], [-0.04, -0.02, 0.02], [-0.03, 0.07, 0.04], [0.00, 0.04, 0.09], [0.00, 0.01, 0.00], [-0.03, 0.05, 0.00], [0.00, 0.01, -0.02], [-0.04, -0.01, 0.02], [0.05, 0.04, 0.06], [-0.01, 0.02, 0.01], [0.01, 0.00, 0.01], [0.00, 0.01, 0.00], [0.00, -0.01, 0.01], [0.00, 0.00, 0.00], [0.00, -0.02, 0.00], [0.00, -0.01, 0.00], [0.01, 0.01, 0.01], [0.00, 0.00, -0.01], [0.01, 0.04, 0.05], [-0.09, 0.03, 0.03], [0.07, -0.09, 0.09], [0.00, -0.14, 0.07], [0.01, 0.08, 0.04], [0.01, -0.01, -0.01], [-0.04, -0.01, 0.02], [0.11, 0.05, -0.04], [-0.07, 0.05, 0.02], [-0.03, -0.02, 0.00], [0.01, -0.02, 0.01], [-0.02, 0.00, -0.01], [0.01, 0.00, 0.02], [0.01, 0.02, -0.02], [0.01, -0.03, 0.02], [0.00, 0.00, 0.01], [-0.01, 0.00, 0.00], [-0.01, 0.00, 0.00], [0.00, 0.00, 0.00], [0.01, 0.00, 0.00], [0.01, 0.01, -0.01], [-0.02, 0.00, -0.01], [-0.01, 0.01, -0.02], [0.01, -0.01, 0.01], [0.02, 0.01, 0.00], [-0.04, -0.01, 0.01], [0.01, -0.01, -0.01], [0.00, 0.01, -0.01], [0.01, 0.01, 0.00], [0.00, 0.00, 0.00], [-0.02, -0.05, 0.06], [-0.08, 0.01, 0.00], [0.11, 0.18, -0.10], [-0.08, -0.23, -0.04], [-0.11, -0.10, 0.00], [-0.13, -0.05, -0.08], [0.01, 0.06, -0.07], [0.23, 0.07, 0.05], [-0.03, -0.11, 0.11], [-0.04, -0.01, 0.04], [0.03, 0.02, -0.02], [0.03, -0.05, -0.03], [0.07, 0.03, -0.08], [0.03, -0.07, 0.01], [-0.11, 0.11, 0.11], [0.02, -0.05, -0.01], [0.16, 0.09, -0.19], [0.00, -0.02, 0.10], [0.02, 0.00, -0.01], [-0.21, 0.05, 0.06], [0.00, 0.00, -0.02], [-0.09, -0.08, 0.08], [0.01, 0.03, -0.01], [-0.01, 0.00, 0.00], [0.01, 0.01, 0.00], [-0.05, 0.00, -0.07], [0.00, 0.00, 0.02], [-0.02, 0.00, 0.00], [0.00, 0.00, 0.00]], "lowdin_spin": [0.015, 0.000, 0.000, 0.000, 0.000, 0.000, 0.000, 0.000, 0.000, 0.001, 0.001, 0.000, 0.000, 0.000, 0.000, 0.001, 0.001, 0.000, 0.000, 0.000, 0.000, 0.000, 0.000, 0.000, 0.000, 0.004, 0.000, 0.000, 0.000, 0.000, 0.000, 0.000, 0.000, 0.000, 0.000, 0.258, 0.363, 0.151, 0.185, 0.000, 0.001, 0.001, 0.006, 0.001, 0.000, 0.000, 0.001, 0.002, 0.000, 0.000, 0.000, 0.000, 0.002, 0.000, 0.000, 0.000, 0.000, 0.000, 0.000, 0.000, 0.004, 0.000, 0.000, 0.000, 0.000, 0.000, 0.000, 0.000, 0.000, 0.000, 0.000, 0.000, 0.000, 0.000, 0.000, 0.000, 0.000, 0.000, 0.000, 0.000, 0.000, 0.000, 0.000, 0.000, 0.000, 0.000, 0.000, 0.000, 0.000, 0.000, 0.000, -0.001, 0.000], "orbital_gap_ev": [3.140, 2.989], "total_charge": -2, "e_tot_ha": -6971.259428, "spin_multiplicity": 2, "lumo_energy_ev": [3.539, 3.387], "de_lowest_kj_mol": 0.0}

---

{"formula": "C24H47N9O11", "method": "wB97M-V/def2-TZVPD", "symbols": ["C", "C", "C", "O", "O", "C", "C", "C", "C", "C", "C", "C", "N", "C", "O", "O", "C", "O", "O", "C", "C", "C", "C", "C", "C", "C", "O", "C", "H", "H", "H", "H", "H", "H", "H", "H", "H", "H", "H", "H", "H", "H", "H", "H", "H", "H", "H", "H", "H", "H", "H", "H", "H", "H", "H", "H", "H", "H", "H", "N", "C", "N", "O", "H", "H", "H", "H", "N", "C", "N", "O", "H", "H", "H", "H", "N", "C", "N", "O", "H", "H", "H", "H", "N", "C", "N", "O", "H", "H", "H", "H"], "positions_angstrom": [[10.286902, -3.755801, 1.466436], [9.085366, -3.520208, 0.859589], [8.867122, -2.254664, -0.051610], [9.489705, -2.232542, -1.103147], [8.028802, -1.257151, 0.370847], [7.575202, -0.424124, -0.724916], [6.185249, 0.286363, -0.408456], [4.985089, -0.518427, -1.104943], [3.642491, 0.352020, -1.170640], [2.938727, 0.222516, 0.242768], [1.359026, 0.308550, 0.210000], [0.809047, 0.142650, 1.695609], [1.516420, 0.965952, 2.715261], [2.261571, 0.259256, 3.418781], [2.782269, -0.626586, 3.962091], [0.597662, -1.216153, 2.160203], [-0.566260, -1.267371, 2.985697], [-1.044010, -2.200490, 3.526340], [-1.024685, 0.077796, 3.045354], [-0.739912, 0.567738, 1.699811], [-1.716372, -0.256629, 0.766188], [-2.367938, 0.647118, -0.393625], [-3.518108, -0.265234, -1.039812], [-4.891924, -0.151084, -0.270301], [-5.963060, -1.076438, -1.029427], [-6.243782, -2.445206, -0.244976], [-5.869523, -3.548042, -1.103024], [-5.253918, -4.590613, -0.330656], [11.242073, -3.309100, 1.085498], [10.332249, -4.391986, 2.383865], [8.250102, -4.252611, 0.980829], [7.393508, -1.056054, -1.635512], [8.389370, 0.338303, -0.909707], [6.158523, 1.346627, -0.789858], [5.972117, 0.321927, 0.695816], [4.818729, -1.419453, -0.438077], [5.297380, -0.923417, -2.105844], [3.998673, 1.419663, -1.307318], [2.991850, 0.084780, -2.044607], [3.334511, 1.073370, 0.878312], [3.203303, -0.725355, 0.802137], [0.924322, -0.472917, -0.477187], [1.064668, 1.329334, -0.179197], [-0.684403, 1.683480, 1.571847], [-2.589945, -0.706175, 1.318867], [-1.094785, -1.031032, 0.229681], [-2.854403, 1.527004, 0.100434], [-1.612296, 0.942575, -1.176578], [-3.156145, -1.335265, -0.888117], [-3.603496, -0.134076, -2.154897], [-4.779073, -0.458524, 0.808265], [-5.272644, 0.917227, -0.273599], [-5.549901, -1.338338, -2.044278], [-6.967755, -0.565410, -1.105627], [-5.667450, -2.443288, 0.724390], [-7.337807, -2.509151, 0.038507], [-4.815107, -5.333629, -1.050433], [-6.076791, -5.126944, 0.239340], [-4.438989, -4.213576, 0.357580], [-7.735993, -7.611957, 1.774769], [-8.491424, -6.568141, 2.215294], [-9.436897, -6.897128, 3.138362], [-8.333725, -5.428231, 1.814743], [-7.849715, -8.556638, 2.091532], [-7.026706, -7.408161, 1.092038], [-10.014661, -6.152381, 3.487479], [-9.582896, -7.828265, 3.480925], [9.106862, -0.180674, -4.090323], [7.993955, 0.009124, -4.846706], [8.151196, 0.868496, -5.891746], [6.934028, -0.547649, -4.607629], [9.987011, 0.266086, -4.267645], [9.026915, -0.811735, -3.307718], [7.348579, 1.033702, -6.473839], [9.012267, 1.335953, -6.105418], [-2.691652, 4.832120, -2.169932], [-3.300254, 4.438890, -1.016909], [-3.300140, 5.368981, -0.026902], [-3.806100, 3.335268, -0.884970], [-2.269961, 5.732909, -2.299401], [-2.671705, 4.170279, -2.926251], [-3.740147, 5.115017, 0.840377], [-2.889319, 6.282174, -0.115050], [-4.053175, 9.060610, 3.068368], [-3.607804, 8.999146, 1.785171], [-4.442285, 9.552352, 0.863715], [-2.541029, 8.486800, 1.483928], [-4.925263, 9.476437, 3.337622], [-3.462841, 8.661794, 3.777890], [-4.146770, 9.526184, -0.096603], [-5.321898, 9.977452, 1.090855]], "forces_ev_per_a": [[-0.88, 0.36, -0.56], [0.43, 0.74, 0.75], [1.28, -1.46, -0.67], [-0.97, 0.66, 0.85], [0.21, -1.74, -0.51], [-0.57, 1.44, -0.55], [-0.44, -0.69, -0.31], [0.11, -0.05, 0.48], [1.26, -0.40, 0.84], [-0.42, 0.54, -0.05], [1.30, -0.13, 0.88], [-3.07, 0.18, -1.64], [1.23, -0.91, 0.37], [-1.82, -0.91, -1.59], [0.59, 1.19, 0.53], [-0.20, -0.57, 0.55], [0.83, 2.84, -0.65], [0.66, 0.33, -0.38], [-0.29, -1.47, -0.20], [1.20, -0.35, 0.53], [0.68, 1.56, -1.97], [-0.68, -1.28, 0.61], [0.83, -0.29, 0.89], [-0.49, 0.20, -1.22], [-0.14, -0.42, 1.22], [-0.17, 0.92, -0.49], [0.68, 0.25, 1.45], [-0.59, -0.84, -0.23], [-1.16, 0.12, 0.80], [0.10, -0.01, -1.40], [0.42, 1.25, 0.42], [0.53, 0.60, 0.82], [-0.95, -0.84, -0.02], [0.37, -1.06, 0.30], [0.45, 0.02, -0.98], [-0.01, 0.82, -0.89], [-0.25, 0.70, 0.79], [-0.72, -1.08, -0.01], [0.54, 0.03, 0.92], [-0.58, -0.98, -0.59], [-0.09, 0.84, -0.91], [0.40, 0.73, 0.90], [0.08, -1.07, 0.59], [-0.98, -1.01, 0.66], [1.31, 0.42, -0.21], [-0.91, 0.40, 0.81], [0.65, -0.56, -0.79], [-0.73, -0.11, 0.95], [-0.51, 1.04, -0.42], [-0.20, 0.18, 1.20], [-0.08, 0.25, -1.07], [0.67, -1.13, -0.04], [-0.70, 0.29, 0.98], [1.25, -0.30, -0.21], [-0.36, -0.21, -0.98], [1.09, -0.14, -0.37], [-0.32, 0.79, 0.59], [1.09, 0.58, -0.21], [-0.92, -0.31, -0.67], [0.35, -0.23, -0.26], [0.04, 0.22, -0.09], [-0.39, 0.07, 0.32], [0.01, -0.05, 0.01], [-0.01, 0.07, 0.00], [-0.09, -0.03, 0.08], [0.08, -0.09, -0.05], [0.03, 0.05, -0.04], [0.15, -0.21, 0.43], [-0.07, -0.12, 0.11], [-0.20, 0.28, -0.42], [0.00, 0.07, 0.03], [-0.06, -0.03, -0.02], [0.15, 0.02, -0.05], [0.10, -0.03, 0.07], [-0.03, -0.05, 0.04], [0.17, -0.09, -0.52], [-0.13, -0.06, 0.17], [-0.09, 0.18, 0.31], [-0.05, 0.11, -0.10], [-0.02, -0.05, 0.06], [-0.01, 0.08, 0.09], [0.07, 0.05, -0.09], [0.02, -0.02, 0.14], [0.06, -0.10, 0.46], [0.09, -0.02, 0.00], [-0.11, 0.10, -0.45], [-0.07, -0.12, -0.11], [0.05, -0.02, -0.04], [-0.07, 0.05, -0.08], [-0.05, 0.03, 0.12], [0.05, -0.04, 0.01]], "lowdin_charge": [0.010, -0.058, -0.442, 0.072, -0.014, -0.166, -0.144, -0.197, -0.181, -0.203, -0.082, -0.381, 0.185, -0.270, 0.211, 0.044, -0.462, 0.201, 0.019, -0.184, -0.114, -0.180, -0.207, -0.196, -0.149, -0.216, -0.222, -0.122, 0.079, 0.067, 0.110, 0.109, 0.135, 0.111, 0.116, 0.110, 0.101, 0.107, 0.109, 0.116, 0.120, 0.131, 0.137, 0.168, 0.130, 0.122, 0.085, 0.110, 0.112, 0.111, 0.102, 0.107, 0.107, 0.104, 0.109, 0.124, 0.088, 0.074, 0.094, 0.149, -0.694, 0.145, 0.023, 0.092, 0.097, 0.104, 0.091, 0.162, -0.692, 0.144, 0.017, 0.096, 0.079, 0.103, 0.091, 0.150, -0.682, 0.163, 0.011, 0.093, 0.103, 0.107, 0.080, 0.150, -0.696, 0.149, 0.012, 0.095, 0.107, 0.104, 0.094], "orbital_gap_ev": 9.346, "e_tot_ha": -2263.153857, "smiles": "C=CC(=O)OCCCCCC[C@]1(N=C=O)OC(=O)O[C@@H]1CCCCCCOC.NC(N)=O.NC(N)=O.NC(N)=O.NC(N)=O", "lumo_energy_ev": 0.414, "de_lowest_kj_mol": 0.0}